1.
7 unconnected molecules or ions with the total composition C43H86NO24P2Si. Source: the Open Molecules 2025 dataset; level of theory: ωB97M-V with the def2-TZVPD basis set.

Output
**Gap between HOMO and LUMO**: 5.7586 eV
**Strongest force on any atom**: 0.70 eV/Å
**HOMO energy**: -0.1617 Eh
**LUMO level**: 1.357 eV
**M**: 1091.178 g/mol
**Net charge**: -1

Last columns: bonded neighbours and bond lengths (Å).
Atoms and positions in Å:
1 C -1.658 -1.072 -4.499  C2 1.530, H36 1.091, H37 1.094, H38 1.091
2 C -0.463 -1.497 -5.353  C1 1.530, N3 1.451, H39 1.093, H40 1.092
3 N 0.727 -0.738 -5.014  C2 1.451, C4 1.459, H41 1.010
4 C 1.601 -0.411 -6.135  N3 1.459, C5 1.555, O10 1.402, C15 1.587
5 C 0.935 0.611 -7.099  C4 1.555, C6 1.541, H42 1.091, H43 1.089
6 C 0.196 1.833 -6.523  C5 1.541, C7 1.527, H44 1.093, H45 1.090
7 C 0.563 3.182 -7.137  C6 1.527, O8 1.420, H46 1.097, H47 1.096
8 O -0.477 3.583 -8.017  C7 1.420, C9 1.409
9 C -0.328 4.902 -8.490  O8 1.409, H48 1.095, H49 1.090, H50 1.094
10 O 1.699 -1.561 -6.929  C4 1.402, P11 1.730
11 P 3.241 -2.298 -7.200  O10 1.730, P12 2.293, O14 1.735, H51 1.437, H52 1.432, H53 1.449
12 P 3.407 -1.133 -9.168  P11 2.293, O13 1.504, H54 1.425, H55 1.433
13 O 4.327 -1.739 -10.192  P12 1.504
14 O 3.929 -1.029 -6.239  P11 1.735, C15 1.407
15 C 3.072 -0.092 -5.633  C4 1.587, O14 1.407, C16 1.550, C33 1.558
16 C 3.316 -0.229 -4.108  C15 1.550, C17 1.530, H56 1.098, H57 1.093
17 C 3.192 -1.627 -3.501  C16 1.530, C18 1.548, H58 1.086, H59 1.087
18 C 3.857 -1.678 -2.104  C17 1.548, C19 1.526, H60 1.094, H61 1.096
19 C 2.941 -2.113 -0.962  C18 1.526, C20 1.534, H62 1.095, H63 1.094
20 C 3.682 -2.089 0.381  C19 1.534, C21 1.537, H64 1.095, H65 1.093
21 C 4.043 -0.672 0.857  C20 1.537, C22 1.531, H66 1.095, H67 1.093
22 C 3.579 -0.356 2.281  C21 1.531, C23 1.544, H68 1.093, H69 1.094
23 C 3.705 1.144 2.622  C22 1.544, Si24 1.881, H70 1.094, H71 1.094
24 Si 2.113 2.134 2.470  C23 1.881, C25 1.877, C26 1.883, C27 1.887
25 C 0.582 1.061 2.648  Si24 1.877, H72 1.089, H73 1.094, H74 1.091
26 C 2.004 2.957 0.779  Si24 1.883, H75 1.089, H76 1.093, H77 1.092
27 C 2.112 3.534 3.734  Si24 1.887, C28 1.402, C32 1.399
28 C 3.281 4.281 3.929  C27 1.402, C29 1.390, H78 1.085
29 C 3.314 5.352 4.815  C28 1.390, C30 1.391, H79 1.082
30 C 2.172 5.694 5.532  C29 1.391, C31 1.390, H80 1.082
31 C 1.008 4.954 5.366  C30 1.390, C32 1.391, H81 1.083
32 C 0.977 3.886 4.474  C27 1.399, C31 1.391, H82 1.084
33 C 3.671 1.286 -6.045  C15 1.558, O34 1.425, H83 1.090, H84 1.088
34 O 3.809 2.264 -5.017  C33 1.425, O35 1.428
35 O 2.548 2.890 -4.776  O34 1.428, H85 0.969
36 H -1.366 -0.887 -3.465  C1 1.091
37 H -2.095 -0.156 -4.907  C1 1.094
38 H -2.446 -1.827 -4.545  C1 1.091
39 H -0.284 -2.562 -5.189  C2 1.093
40 H -0.744 -1.365 -6.400  C2 1.092
41 H 0.500 0.070 -4.451  N3 1.010
42 H 1.663 0.923 -7.850  C5 1.091
43 H 0.209 0.011 -7.647  C5 1.089
44 H -0.872 1.710 -6.716  C6 1.093
45 H 0.286 1.898 -5.439  C6 1.090
46 H 1.513 3.125 -7.682  C7 1.097
47 H 0.702 3.941 -6.358  C7 1.096
48 H 0.715 5.233 -8.441  C9 1.095
49 H -0.638 4.935 -9.534  C9 1.090
50 H -0.935 5.591 -7.895  C9 1.094
51 H 3.101 -3.170 -6.067  P11 1.437
52 H 4.551 -2.777 -7.522  P11 1.432
53 H 2.626 -3.300 -8.047  P11 1.449
54 H 2.086 -1.029 -9.693  P12 1.425
55 H 3.710 0.253 -8.964  P12 1.433
56 H 2.696 0.461 -3.520  C16 1.098
57 H 4.358 0.075 -3.985  C16 1.093
58 H 3.679 -2.344 -4.156  C17 1.086
59 H 2.140 -1.879 -3.392  C17 1.087
60 H 4.724 -2.344 -2.129  C18 1.094
61 H 4.247 -0.682 -1.865  C18 1.096
62 H 2.069 -1.454 -0.903  C19 1.095
63 H 2.614 -3.140 -1.146  C19 1.094
64 H 3.068 -2.575 1.147  C20 1.095
65 H 4.580 -2.703 0.281  C20 1.093
66 H 3.645 0.073 0.160  C21 1.095
67 H 5.129 -0.544 0.850  C21 1.093
68 H 2.563 -0.731 2.427  C22 1.093
69 H 4.208 -0.932 2.966  C22 1.094
70 H 4.458 1.581 1.958  C23 1.094
71 H 4.095 1.260 3.637  C23 1.094
72 H 0.581 0.404 3.517  C25 1.089
73 H 0.520 0.442 1.748  C25 1.094
74 H -0.305 1.697 2.650  C25 1.091
75 H 2.288 2.293 -0.037  C26 1.089
76 H 0.979 3.305 0.631  C26 1.093
77 H 2.644 3.842 0.777  C26 1.092
78 H 4.181 4.033 3.376  C28 1.085
79 H 4.230 5.915 4.935  C29 1.082
80 H 2.186 6.530 6.220  C30 1.082
81 H 0.113 5.204 5.922  C31 1.083
82 H 0.065 3.313 4.355  C32 1.084
83 H 4.705 1.085 -6.327  C33 1.090
84 H 3.175 1.742 -6.899  C33 1.088
85 H 2.129 2.278 -4.154  O35 0.969
86 C -4.552 0.833 6.866  O87 1.436, H92 1.086, H93 1.088, H94 1.087
87 O -3.300 1.174 6.251  C86 1.436, C88 1.329
88 C -2.237 1.021 7.036  O87 1.329, O89 1.204, O90 1.329
89 O -2.254 0.642 8.178  C88 1.204
90 O -1.160 1.348 6.330  C88 1.329, C91 1.429
91 C 0.083 1.228 7.024  O90 1.429, H95 1.088, H96 1.088, H97 1.086
92 H -5.311 1.003 6.108  C86 1.086
93 H -4.561 -0.211 7.171  C86 1.088
94 H -4.745 1.471 7.725  C86 1.087
95 H 0.249 0.204 7.353  C91 1.088
96 H 0.114 1.900 7.880  C91 1.088
97 H 0.847 1.515 6.307  C91 1.086
98 C -5.111 5.634 6.869  O99 1.431, H104 1.086, H105 1.088, H106 1.088
99 O -6.020 4.620 7.309  C98 1.431, C100 1.331
100 C -7.282 5.025 7.430  O99 1.331, O101 1.202, O102 1.333
101 O -7.693 6.134 7.211  C100 1.202
102 O -8.013 3.988 7.838  C100 1.333, C103 1.430
103 C -9.402 4.281 8.010  O102 1.430, H107 1.088, H108 1.088, H109 1.086
104 H -4.139 5.155 6.817  C98 1.086
105 H -5.397 6.003 5.886  C98 1.088
106 H -5.085 6.459 7.578  C98 1.088
107 H -9.845 4.602 7.069  C103 1.088
108 H -9.541 5.054 8.763  C103 1.088
109 H -9.859 3.353 8.339  C103 1.086
110 C 6.814 -7.403 -0.773  O111 1.431, H116 1.086, H117 1.088, H118 1.088
111 O 8.076 -6.735 -0.869  C110 1.431, C112 1.332
112 C 8.080 -5.504 -0.359  O111 1.332, O113 1.202, O114 1.332
113 O 7.147 -4.957 0.166  C112 1.202
114 O 9.293 -4.982 -0.532  C112 1.332, C115 1.431
115 C 9.425 -3.642 -0.051  O114 1.431, H119 1.088, H120 1.088, H121 1.086
116 H 6.963 -8.379 -1.224  C110 1.086
117 H 6.517 -7.511 0.268  C110 1.088
118 H 6.049 -6.853 -1.317  C110 1.088
119 H 9.233 -3.599 1.020  C115 1.088
120 H 8.738 -2.979 -0.573  C115 1.088
121 H 10.451 -3.354 -0.259  C115 1.086
122 C -2.561 -1.843 -0.859  O123 1.433, H128 1.086, H129 1.088, H130 1.087
123 O -2.569 -1.971 0.568  C122 1.433, C124 1.330
124 C -2.970 -0.877 1.209  O123 1.330, O125 1.204, O126 1.332
125 O -3.312 0.157 0.697  C124 1.204
126 O -2.935 -1.119 2.519  C124 1.332, C127 1.431
127 C -3.339 -0.008 3.326  O126 1.431, H131 1.089, H132 1.088, H133 1.082
128 H -2.217 -2.796 -1.247  C122 1.086
129 H -3.562 -1.633 -1.230  C122 1.088
130 H -1.880 -1.054 -1.167  C122 1.087
131 H -4.368 0.270 3.104  C127 1.089
132 H -2.683 0.844 3.160  C127 1.088
133 H -3.254 -0.337 4.354  C127 1.082
134 C -8.997 -0.639 10.051  O135 1.429, H140 1.086, H141 1.088, H142 1.088
135 O -7.697 -0.342 9.539  C134 1.429, C136 1.335
136 C -6.709 -0.516 10.420  O135 1.335, O137 1.203, O138 1.328
137 O -6.843 -0.887 11.556  C136 1.203
138 O -5.563 -0.208 9.823  C136 1.328, C139 1.435
139 C -4.396 -0.353 10.645  O138 1.435, H143 1.088, H144 1.088, H145 1.085
140 H -9.686 -0.455 9.232  C134 1.086
141 H -9.059 -1.680 10.362  C134 1.088
142 H -9.236 0.008 10.893  C134 1.088
143 H -4.286 -1.387 10.967  C139 1.088
144 H -4.459 0.300 11.513  C139 1.088
145 H -3.561 -0.064 10.015  C139 1.085
146 C -5.240 -6.568 -7.159  O147 1.427, H152 1.086, H153 1.089, H154 1.089
147 O -4.133 -6.211 -7.985  C146 1.427, C148 1.339
148 C -3.429 -5.167 -7.532  O147 1.339, O149 1.204, O150 1.324
149 O -3.674 -4.553 -6.525  C148 1.204
150 O -2.436 -4.936 -8.376  C148 1.324, C151 1.437
151 C -1.586 -3.837 -8.010  O150 1.437, H155 1.087, H156 1.088, H157 1.085
152 H -5.710 -7.419 -7.645  C146 1.086
153 H -4.902 -6.848 -6.162  C146 1.089
154 H -5.947 -5.744 -7.084  C146 1.089
155 H -1.111 -4.022 -7.049  C151 1.087
156 H -2.158 -2.912 -7.968  C151 1.088
157 H -0.826 -3.766 -8.781  C151 1.085


2.
8 unconnected molecules or ions with the total composition C43H88O25S in a non-equilibrium geometry. Source: the Open Molecules 2025 dataset; level of theory: ωB97M-V with the def2-TZVPD basis set.

Output
**Gap between HOMO and LUMO**: 10.6690 eV
**Strongest force on any atom**: 1.34 eV/Å
**HOMO energy**: -0.3750 Eh
**LUMO level**: 0.463 eV
**M**: 1037.219 g/mol

Last columns: bonded neighbours and bond lengths (Å).
Atoms and positions in Å:
1 C 4.157 -4.070 3.766  C2 1.538, H21 1.097, H22 1.095, H23 1.099
2 C 4.558 -3.359 2.462  C1 1.538, C3 1.534, H24 1.095, H25 1.104
3 C 3.408 -3.161 1.466  C2 1.534, C4 1.536, H26 1.097, H27 1.102
4 C 2.571 -1.893 1.692  C3 1.536, C5 1.530, H28 1.100, H29 1.106
5 C 1.079 -2.030 1.386  C4 1.530, C6 1.528, H30 1.097, H31 1.106
6 C 0.342 -0.695 1.288  C5 1.528, C7 1.539, H32 1.100, H33 1.100
7 C -1.192 -0.825 1.303  C6 1.539, C8 1.531, H34 1.104, H35 1.098
8 C -1.793 -0.583 2.690  C7 1.531, C9 1.539, H36 1.100, H37 1.101
9 C -3.237 -1.088 2.860  C8 1.539, C10 1.544, H38 1.100, H39 1.102
10 C -4.177 -0.685 1.704  C9 1.544, C11 1.539, H40 1.104, H41 1.091
11 C -5.645 -0.421 2.083  C10 1.539, C12 1.555, H42 1.101, H43 1.096
12 C -6.589 -1.578 2.517  C11 1.555, C13 1.527, H44 1.095, H45 1.099
13 C -6.176 -3.034 2.308  C12 1.527, O14 1.458, H46 1.097, H47 1.095
14 O -5.937 -3.273 0.890  C13 1.458, S15 1.580
15 S -6.134 -4.720 0.287  O14 1.580, O16 1.454, O17 1.669
16 O -7.540 -5.081 0.379  S15 1.454
17 O -5.541 -5.519 1.628  S15 1.669, O18 1.455
18 O -4.195 -5.002 1.823  O17 1.455, C19 1.452
19 C -3.223 -5.913 1.244  O18 1.452, C20 1.519, H48 1.102, H49 1.094
20 C -2.243 -6.373 2.311  C19 1.519, H50 1.097, H51 1.095, H52 1.100
21 H 4.867 -4.858 4.046  C1 1.097
22 H 4.106 -3.372 4.609  C1 1.095
23 H 3.172 -4.552 3.689  C1 1.099
24 H 5.376 -3.903 1.980  C2 1.095
25 H 4.972 -2.365 2.707  C2 1.104
26 H 3.810 -3.139 0.446  C3 1.097
27 H 2.747 -4.040 1.522  C3 1.102
28 H 2.986 -1.073 1.089  C4 1.100
29 H 2.683 -1.583 2.748  C4 1.106
30 H 0.950 -2.591 0.453  C5 1.097
31 H 0.617 -2.641 2.184  C5 1.106
32 H 0.655 -0.198 0.358  C6 1.100
33 H 0.663 -0.067 2.131  C6 1.100
34 H -1.472 -1.837 0.963  C7 1.104
35 H -1.647 -0.135 0.580  C7 1.098
36 H -1.160 -1.086 3.436  C8 1.100
37 H -1.752 0.493 2.918  C8 1.101
38 H -3.646 -0.702 3.806  C9 1.100
39 H -3.191 -2.185 2.960  C9 1.102
40 H -3.798 0.251 1.258  C10 1.104
41 H -4.125 -1.425 0.903  C10 1.091
42 H -5.628 0.323 2.895  C11 1.101
43 H -6.114 0.078 1.228  C11 1.096
44 H -7.560 -1.456 2.025  C12 1.095
45 H -6.783 -1.479 3.594  C12 1.099
46 H -5.239 -3.275 2.823  C13 1.097
47 H -6.957 -3.720 2.653  C13 1.095
48 H -2.736 -5.375 0.415  C19 1.102
49 H -3.793 -6.747 0.825  C19 1.094
50 H -2.737 -6.951 3.101  C20 1.097
51 H -1.464 -6.996 1.861  C20 1.095
52 H -1.753 -5.504 2.775  C20 1.100
53 C -3.417 -2.923 -1.765  C54 1.512, H60 1.091, H61 1.088, H62 1.088
54 C -3.300 -4.238 -2.502  C53 1.512, O55 1.440, H63 1.088, H64 1.090
55 O -2.223 -4.238 -3.458  C54 1.440, C56 1.326
56 C -1.032 -4.458 -2.918  O55 1.326, O57 1.204, O58 1.328
57 O -0.818 -4.712 -1.761  C56 1.204
58 O -0.117 -4.435 -3.880  C56 1.328, C59 1.431
59 C 1.215 -4.700 -3.428  O58 1.431, H65 1.088, H66 1.089, H67 1.084
60 H -3.577 -2.094 -2.456  C53 1.091
61 H -4.256 -2.972 -1.074  C53 1.088
62 H -2.520 -2.722 -1.183  C53 1.088
63 H -4.188 -4.451 -3.092  C54 1.088
64 H -3.128 -5.064 -1.813  C54 1.090
65 H 1.248 -5.634 -2.870  C59 1.088
66 H 1.566 -3.891 -2.790  C59 1.089
67 H 1.816 -4.764 -4.328  C59 1.084
68 C 9.950 -3.089 -0.790  C69 1.511, H75 1.090, H76 1.090, H77 1.089
69 C 9.242 -3.935 0.243  C68 1.511, O70 1.441, H78 1.088, H79 1.089
70 O 9.425 -3.418 1.575  C69 1.441, C71 1.328
71 C 8.645 -2.392 1.894  O70 1.328, O72 1.204, O73 1.330
72 O 7.798 -1.898 1.196  C71 1.204
73 O 8.949 -2.005 3.130  C71 1.330, C74 1.430
74 C 8.174 -0.898 3.598  O73 1.430, H80 1.088, H81 1.089, H82 1.085
75 H 11.007 -2.993 -0.542  C68 1.090
76 H 9.868 -3.564 -1.768  C68 1.090
77 H 9.504 -2.097 -0.850  C68 1.089
78 H 9.662 -4.937 0.297  C69 1.088
79 H 8.174 -4.005 0.039  C69 1.089
80 H 7.113 -1.104 3.474  C74 1.088
81 H 8.433 0.007 3.050  C74 1.089
82 H 8.421 -0.787 4.649  C74 1.085
83 C -0.350 2.016 -5.881  C84 1.510, H90 1.090, H91 1.091, H92 1.088
84 C 0.160 3.061 -4.918  C83 1.510, O85 1.445, H93 1.088, H94 1.089
85 O 0.456 2.517 -3.613  C84 1.445, C86 1.327
86 C 1.619 1.890 -3.496  O85 1.327, O87 1.203, O88 1.333
87 O 2.454 1.761 -4.352  C86 1.203
88 O 1.761 1.526 -2.221  C86 1.333, C89 1.431
89 C 3.015 0.917 -1.898  O88 1.431, H95 1.088, H96 1.090, H97 1.086
90 H -1.216 1.498 -5.467  C83 1.090
91 H -0.646 2.497 -6.814  C83 1.091
92 H 0.423 1.286 -6.111  C83 1.088
93 H -0.595 3.816 -4.709  C84 1.088
94 H 1.053 3.556 -5.300  C84 1.089
95 H 3.844 1.538 -2.229  C89 1.088
96 H 3.101 -0.068 -2.355  C89 1.090
97 H 3.010 0.829 -0.815  C89 1.086
98 C 2.316 2.239 7.563  C99 1.511, H105 1.090, H106 1.090, H107 1.089
99 C 3.665 2.863 7.289  C98 1.511, O100 1.441, H108 1.088, H109 1.089
100 O 4.465 2.042 6.416  C99 1.441, C101 1.329
101 C 4.165 2.134 5.125  O100 1.329, O102 1.202, O103 1.331
102 O 3.338 2.856 4.636  C101 1.202
103 O 4.946 1.290 4.456  C101 1.331, C104 1.431
104 C 4.726 1.275 3.042  O103 1.431, H110 1.088, H111 1.089, H112 1.086
105 H 2.438 1.233 7.964  C98 1.090
106 H 1.780 2.840 8.298  C98 1.090
107 H 1.718 2.194 6.654  C98 1.089
108 H 4.265 2.936 8.193  C99 1.088
109 H 3.565 3.852 6.843  C99 1.089
110 H 4.802 2.276 2.624  C104 1.088
111 H 3.745 0.859 2.815  C104 1.089
112 H 5.502 0.631 2.638  C104 1.086
113 C -6.098 2.382 8.827  C114 1.511, H120 1.090, H121 1.090, H122 1.089
114 C -7.173 1.861 7.901  C113 1.511, O115 1.441, H123 1.088, H124 1.089
115 O -6.612 1.160 6.773  C114 1.441, C116 1.328
116 C -6.230 -0.088 7.019  O115 1.328, O117 1.201, O118 1.332
117 O -6.342 -0.678 8.059  C116 1.201
118 O -5.702 -0.585 5.902  C116 1.332, C119 1.430
119 C -5.243 -1.935 6.007  O118 1.430, H125 1.088, H126 1.089, H127 1.085
120 H -5.396 3.009 8.278  C113 1.090
121 H -6.556 2.985 9.612  C113 1.090
122 H -5.558 1.561 9.295  C113 1.089
123 H -7.737 2.670 7.444  C114 1.088
124 H -7.860 1.193 8.420  C114 1.089
125 H -6.030 -2.587 6.381  C119 1.088
126 H -4.378 -2.002 6.665  C119 1.089
127 H -4.965 -2.211 4.995  C119 1.085
128 C -0.011 4.206 -12.869  C129 1.511, H135 1.090, H136 1.090, H137 1.089
129 C -0.883 3.218 -12.128  C128 1.511, O130 1.441, H138 1.088, H139 1.089
130 O -0.699 3.307 -10.702  C129 1.441, C131 1.329
131 C -1.344 4.307 -10.112  O130 1.329, O132 1.202, O133 1.330
132 O -2.078 5.096 -10.647  C131 1.202
133 O -1.051 4.282 -8.815  C131 1.330, C134 1.430
134 C -1.655 5.312 -8.029  O133 1.430, H140 1.088, H141 1.089, H142 1.086
135 H 1.035 4.071 -12.592  C128 1.090
136 H -0.107 4.043 -13.942  C128 1.090
137 H -0.311 5.229 -12.647  C128 1.089
138 H -0.610 2.191 -12.358  C129 1.088
139 H -1.938 3.368 -12.354  C129 1.089
140 H -2.731 5.347 -8.189  C134 1.088
141 H -1.221 6.281 -8.270  C134 1.089
142 H -1.427 5.054 -7.000  C134 1.086
143 C 2.050 6.298 -2.794  C144 1.511, H150 1.091, H151 1.090, H152 1.089
144 C 2.013 6.912 -4.175  C143 1.511, O145 1.442, H153 1.088, H154 1.089
145 O 0.746 6.678 -4.824  C144 1.442, C146 1.329
146 C -0.241 7.488 -4.456  O145 1.329, O147 1.200, O148 1.332
147 O -0.164 8.413 -3.694  C146 1.200
148 O -1.344 7.094 -5.090  C146 1.332, C149 1.432
149 C -2.525 7.838 -4.768  O148 1.432, H155 1.087, H156 1.088, H157 1.085
150 H 1.816 5.234 -2.844  C143 1.091
151 H 3.049 6.410 -2.374  C143 1.090
152 H 1.340 6.791 -2.131  C143 1.089
153 H 2.732 6.444 -4.843  C144 1.088
154 H 2.196 7.985 -4.144  C144 1.089
155 H -2.351 8.904 -4.897  C149 1.087
156 H -2.826 7.645 -3.740  C149 1.088
157 H -3.281 7.483 -5.460  C149 1.085